1.
38
Properties=species:S:1:pos:R:3:forces:R:3 method="wB97M-V/def2-TZVPD" de_lowest_kj_mol=468.8
K -1.21101 -1.03876 -0.26110 -0.2 -0.4 0.1
F -4.22471 -4.96594 0.11094 0.3 0.5 0.0
C -4.61832 2.68675 -4.24400 -0.2 0.6 -1.0
C -4.72666 1.24966 -4.73804 -0.9 0.4 0.7
O -3.50028 0.62409 -4.69762 2.2 -0.8 0.2
H -4.19496 3.32099 -5.02284 0.2 -0.1 -0.2
H -3.99813 2.88041 -3.36882 -0.2 -0.6 0.2
H -5.61141 3.11454 -4.10666 -0.1 -0.2 0.3
H -5.07790 1.17823 -5.76742 -0.6 0.4 0.0
H -5.36870 0.66805 -4.07651 -0.7 0.2 -0.1
H -3.66845 -0.31854 -4.76682 0.2 -0.1 -0.1
C 4.94488 -0.60976 -3.50711 0.6 0.3 -0.1
C 3.78616 -1.55394 -3.72618 -0.9 0.6 0.7
O 3.45601 -2.27680 -2.52702 0.5 -0.1 -0.7
H 4.86907 0.01599 -2.61785 -0.5 -0.1 0.0
H 5.07260 0.05880 -4.35847 0.0 0.0 -0.1
H 5.89733 -1.12327 -3.37579 0.0 -0.3 -0.2
H 3.93340 -2.20036 -4.59137 0.2 -0.2 0.1
H 2.86350 -1.00546 -3.91585 0.1 0.2 -0.2
H 4.22611 -2.83272 -2.38744 0.0 -0.3 0.5
C 4.27566 0.70041 2.95898 -0.6 0.3 -0.3
C 3.62231 2.09832 3.00157 0.5 -0.4 0.1
O 2.38507 2.11081 2.28577 0.1 -0.5 0.0
H 3.81509 -0.00503 3.65059 0.1 0.2 0.3
H 5.34281 0.81577 3.14862 -0.1 -0.2 0.2
H 4.14726 0.21973 1.98915 0.1 0.3 -0.3
H 4.34070 2.82626 2.62458 -0.1 0.1 -0.5
H 3.50048 2.38022 4.04741 -0.4 0.0 0.2
H 2.10351 2.99429 2.03722 0.3 0.1 0.3
C -2.68103 -0.46962 5.61485 -0.6 0.4 -0.1
C -3.23753 -1.78532 5.09806 0.0 0.3 -0.7
O -2.26746 -2.44290 4.29186 0.5 -0.3 0.2
H -1.75238 -0.51047 6.18409 0.1 -0.4 -0.2
H -3.40444 0.01555 6.27014 -0.2 -0.1 0.1
H -2.56781 0.22427 4.78190 0.3 0.0 -0.1
H -4.02849 -1.64673 4.36098 -0.7 0.7 0.6
H -3.64755 -2.40665 5.89427 0.3 -0.2 0.2
H -2.79473 -2.99085 3.70592 0.3 -0.4 -0.2

=====

2.
10
Properties=species:S:1:pos:R:3:forces:R:3 method="wB97M-V/def2-TZVPD" smiles=FC#CF.CO de_lowest_kj_mol=442.1
C 3.60082 0.65611 -0.14366 -0.8 -2.7 1.1
C 3.36539 -0.43904 0.30882 0.6 2.2 -1.1
C -0.05746 -0.31697 -1.27918 -0.2 3.8 0.0
O -0.04085 0.30105 0.02584 -0.6 -0.1 -0.3
F 3.41778 1.85360 -0.50630 0.2 1.4 -0.4
F 3.32251 -1.68307 0.55600 0.0 -0.9 0.4
H -0.85632 0.09424 0.49092 0.0 0.1 -0.1
H -0.16273 0.47164 -2.12007 0.2 -1.1 1.4
H -0.79586 -1.03028 -1.40180 -1.6 -1.5 -0.1
H 0.87386 -0.74708 -1.29721 2.2 -1.2 -0.8

=====

3.
32
Properties=species:S:1:pos:R:3:forces:R:3 method="wB97M-V/def2-TZVPD" total_charge=+2 de_lowest_kj_mol=0.0 spin_multiplicity=3 s2=2.0074
Pt -0.00793 0.32380 -0.60262 0.1 0.0 0.0
C 1.21014 -0.98666 2.58680 0.0 0.0 0.0
C 1.39345 -0.07299 1.42163 0.0 0.0 0.0
C 2.08374 -0.50591 0.26521 0.0 0.0 0.0
C 2.32375 0.35405 -0.83532 0.1 0.0 0.0
C 3.08500 -0.12796 -2.03200 0.0 0.0 0.0
C 1.79999 1.67006 -0.78008 0.0 0.0 0.0
C 1.08622 2.14234 0.35041 0.0 0.0 0.0
C 0.58772 3.54877 0.40875 0.0 0.0 0.0
C 0.87296 1.24190 1.42731 0.0 0.0 0.0
H 0.92369 -1.98873 2.26828 0.0 0.0 0.0
H 0.47661 -0.60435 3.29246 0.0 0.0 0.0
H 2.16592 -1.08089 3.11005 0.0 0.0 0.0
H 2.44305 -1.52721 0.21607 0.0 0.0 0.0
H 2.45478 -0.74060 -2.67901 0.0 0.0 0.0
H 3.92511 -0.74584 -1.71629 0.0 0.0 0.0
H 3.46215 0.70634 -2.61896 0.0 0.0 0.0
H 1.94994 2.33369 -1.62259 0.0 0.0 0.0
H 0.30715 3.91845 -0.57587 0.0 0.0 0.0
H 1.39835 4.18257 0.77931 0.0 0.0 0.0
H -0.25367 3.65202 1.09051 0.0 0.0 0.0
H 0.29843 1.57899 2.28138 0.0 0.0 0.0
C -2.97165 -2.95851 -1.05721 0.0 0.0 0.0
S -2.61670 -1.56907 -0.00960 0.0 0.0 0.0
C -4.17137 -0.71021 -0.07576 0.0 0.0 0.0
O -1.69700 -0.68880 -0.93034 0.0 0.1 0.0
H -3.72665 -3.56084 -0.54979 0.0 0.0 0.0
H -2.05721 -3.53704 -1.16874 0.0 0.0 0.0
H -3.33459 -2.59946 -2.01889 0.0 0.0 0.0
H -4.91259 -1.33881 0.41975 0.0 0.0 0.0
H -4.43750 -0.53260 -1.11650 0.0 0.0 0.0
H -4.06130 0.22350 0.47166 0.0 0.0 0.0

=====

4.
11
Properties=species:S:1:pos:R:3:forces:R:3 method="wB97M-V/def2-TZVPD" smiles="C=NOC(C)=S" de_lowest_kj_mol=295.8
C 0.51251 -1.59822 -1.09961 -0.3 1.1 0.3
C 0.84147 -0.38811 -0.20913 3.1 -1.7 -0.1
C -1.23035 1.83655 1.17501 2.3 1.5 -0.4
H 1.31453 -1.85766 -1.81788 -0.5 0.4 0.6
H 0.38115 -2.43059 -0.39064 -0.2 0.1 -0.5
H -0.43925 -1.30022 -1.59950 0.6 -0.8 0.1
H -2.07915 1.23212 1.23725 -1.3 -1.0 0.0
H -1.27155 2.90440 1.45917 0.1 -0.9 0.1
N -0.10894 1.43733 0.69694 -1.3 1.8 0.8
O -0.26315 0.19020 0.16411 -1.6 -0.3 -0.3
S 2.34271 -0.02578 0.38427 -1.0 -0.2 -0.7

=====

5.
11
Properties=species:S:1:pos:R:3:forces:R:3 method="wB97M-V/def2-TZVPD" total_charge=+1 de_lowest_kj_mol=0.0
C 0.70951 0.45956 1.42233 1.1 -1.3 -3.7
N -0.22537 -0.63987 1.02855 -5.5 1.4 2.6
P 0.03200 0.83206 -3.17150 -1.1 -0.2 -1.4
S -0.56538 -0.74859 -2.23035 -0.1 0.1 -0.3
H 0.27858 1.41757 1.25654 -0.7 0.6 -0.4
H 0.90215 0.37791 2.43721 1.0 -0.4 1.7
H -0.83490 0.74330 -4.46398 1.1 0.0 1.6
H -0.09817 -1.55890 1.39286 1.4 -1.0 0.2
H -1.16699 -0.44171 1.62418 2.2 -0.3 -1.9
H 1.53040 0.28437 0.66231 -0.2 0.7 1.6
H -0.56183 -0.72572 0.04185 0.9 0.5 0.1